No. 1
{
  "formula": "C4H13NO",
  "method": "wB97M-V/def2-TZVPD",
  "fmax_ev_per_a": 6.367,
  "total_charge": 0,
  "homo_energy_ev": -8.5,
  "homo_lumo_gap_ev": 9.44,
  "symbols": ["C", "N", "C", "C", "C", "H", "H", "H", "H", "H", "H", "H", "H", "H", "H", "H", "O", "H", "H"],
  "xyz": [[-1.6358, 0.1242, 0.3184], [-0.5810, -0.3969, -0.5983], [0.7832, -0.8377, -0.1332], [0.6718, -2.3268, 0.5317], [1.4801, 0.0951, 0.8366], [-1.2411, 1.1803, 0.5892], [-1.6979, -0.3855, 1.2165], [-2.6121, 0.1802, -0.0888], [-0.9783, -1.0305, -1.2852], [1.3930, -0.9423, -1.1207], [1.6284, -2.6767, 1.0482], [0.4478, -3.0634, -0.3502], [-0.1292, -2.5502, 1.3472], [1.0031, -0.3490, 1.7218], [0.9944, 1.0743, 0.7432], [2.5408, 0.0202, 0.7566], [-0.5393, 2.9891, -0.9487], [0.2186, 2.7424, -0.5517], [-0.9821, 2.3366, -1.5694]],
  "forces_ev_per_angstrom": [[3.65, 2.50, -0.47], [-0.08, 0.28, -0.26], [-0.93, -2.34, -1.68], [0.06, -1.18, -0.76], [-3.17, -0.52, 0.17], [-1.29, -1.46, -0.29], [-0.17, -1.40, 1.96], [-0.65, 0.08, -0.91], [0.39, -0.06, 0.33], [-1.04, 0.01, 1.67], [-0.93, 0.59, -0.95], [0.43, 1.15, 1.70], [1.01, 1.10, -1.52], [1.16, 0.78, 0.81], [0.92, 0.15, -0.07], [0.55, 0.23, 0.31], [-5.38, 1.38, -3.11], [3.77, -2.10, 1.46], [1.70, 0.78, 1.59]],
  "lowdin_charge": [-0.11, -0.12, -0.43, -0.10, -0.07, 0.08, 0.03, 0.06, 0.09, 0.14, 0.07, 0.08, 0.08, 0.08, 0.06, 0.07, -0.04, -0.06, 0.08]
}

No. 2
{
  "formula": "C4H13NO",
  "method": "wB97M-V/def2-TZVPD",
  "fmax_ev_per_a": 2.477,
  "total_charge": 0,
  "homo_energy_ev": -8.4,
  "homo_lumo_gap_ev": 9.13,
  "symbols": ["C", "C", "N", "C", "C", "H", "H", "H", "H", "H", "H", "H", "H", "H", "H", "H", "O", "H", "H"],
  "xyz": [[-0.0955, 1.7714, -0.8816], [0.4200, 0.4634, -0.2661], [-0.2527, 0.1711, 1.0352], [-1.5271, -0.4716, 0.8069], [0.5668, -0.7269, 1.8188], [0.5514, 2.0577, -1.7278], [-0.1452, 2.6169, -0.1749], [-1.1104, 1.5740, -1.2657], [0.3807, -0.3888, -0.9714], [1.4859, 0.6894, -0.0702], [-1.9916, -0.5582, 1.8036], [-1.3748, -1.4856, 0.4005], [-2.2186, 0.0735, 0.1427], [1.6017, -0.3786, 1.6629], [0.5456, -1.8248, 1.7144], [0.2584, -0.4651, 2.8449], [0.6009, -1.1826, -2.3634], [1.1240, -0.5595, -2.9169], [1.1805, -1.3757, -1.5920]],
  "forces_ev_per_angstrom": [[-0.63, -0.58, -0.51], [0.39, 1.08, 1.20], [0.56, -0.25, -2.00], [-0.63, -0.13, 0.49], [0.74, 1.39, 1.47], [-0.32, -0.05, 0.21], [0.15, -0.54, -0.12], [0.27, 0.44, -0.04], [-0.88, 1.78, 1.48], [-0.26, -0.40, 0.30], [-0.19, -0.16, -0.44], [-0.24, 0.03, -0.05], [0.47, 0.00, 0.30], [-0.24, -0.38, 0.47], [-0.44, 0.20, -0.61], [0.52, -0.68, 0.07], [1.40, -0.82, -1.38], [-0.47, -0.67, 0.52], [-0.18, -0.27, -1.34]],
  "lowdin_charge": [-0.09, -0.29, -0.28, -0.12, -0.14, 0.07, 0.08, 0.06, 0.04, 0.11, 0.09, 0.08, 0.08, 0.08, 0.08, 0.09, -0.08, 0.08, 0.06]
}

No. 3
{
  "formula": "C4H13NO",
  "method": "wB97M-V/def2-TZVPD",
  "fmax_ev_per_a": 1.921,
  "total_charge": 0,
  "homo_energy_ev": -8.3,
  "homo_lumo_gap_ev": 9.14,
  "symbols": ["C", "C", "N", "C", "C", "H", "H", "H", "H", "H", "H", "H", "H", "H", "H", "H", "O", "H", "H"],
  "xyz": [[-1.7553, -0.9267, -1.6606], [-1.2458, 0.5137, -1.9064], [-0.1780, 0.9541, -0.9696], [0.3002, 0.1039, 0.1567], [-0.5741, 0.0683, 1.4275], [-2.5205, -1.2401, -2.3808], [-0.9072, -1.5843, -1.7861], [-2.3551, -1.0402, -0.7575], [-2.0096, 1.2959, -1.8508], [-0.8404, 0.4987, -2.9217], [-0.3928, 1.8479, -0.5484], [0.5014, -0.8890, -0.2131], [1.2058, 0.6553, 0.4294], [-1.5873, -0.2687, 1.2655], [-0.4905, 0.9948, 2.0001], [-0.0786, -0.6645, 2.0676], [4.1411, 0.1522, 2.8330], [5.0671, -0.0029, 2.6106], [3.7198, -0.4684, 2.2043]],
  "forces_ev_per_angstrom": [[-1.00, 0.92, -0.41], [0.20, -0.25, 0.66], [0.01, -0.57, 0.38], [-0.80, 1.68, -0.47], [1.20, -0.53, -0.04], [0.42, 0.33, -0.53], [-0.03, -0.47, 0.46], [0.79, -0.10, 0.54], [-0.30, -0.45, -0.25], [0.01, 0.26, -0.01], [-0.18, 0.04, -0.34], [0.30, -0.24, 0.02], [0.33, -0.76, 0.12], [-0.30, 0.19, -0.04], [-0.44, 0.14, -0.32], [-0.19, -0.20, 0.23], [-0.04, -0.82, -0.86], [0.10, 0.28, 0.28], [-0.08, 0.54, 0.56]],
  "lowdin_charge": [-0.10, -0.26, -0.10, -0.28, -0.10, 0.07, 0.06, 0.06, 0.10, 0.09, 0.09, 0.09, 0.10, 0.05, 0.07, 0.06, -0.07, 0.03, 0.04]
}

No. 4
{
  "formula": "C4H13NO",
  "method": "wB97M-V/def2-TZVPD",
  "fmax_ev_per_a": 3.396,
  "total_charge": 0,
  "homo_energy_ev": -9.1,
  "homo_lumo_gap_ev": 10.04,
  "symbols": ["C", "C", "O", "C", "C", "H", "H", "H", "H", "H", "H", "H", "H", "H", "H", "N", "H", "H", "H"],
  "xyz": [[-0.3520, 1.3919, 1.5056], [0.1309, 1.1662, 0.1129], [1.2516, 0.2319, 0.0176], [1.1804, -1.1105, 0.6580], [-0.0839, -1.9266, 0.3712], [0.3922, 1.5237, 2.3411], [-0.6304, 0.3480, 1.7098], [-1.2227, 2.0399, 1.6685], [-0.7434, 0.9409, -0.4976], [0.5229, 2.2327, -0.1459], [2.1103, -1.5437, 0.1905], [1.4193, -0.8670, 1.7559], [-0.0087, -2.6311, -0.4211], [-0.4996, -2.3864, 1.3307], [-0.8709, -1.2555, 0.0518], [-0.6688, 0.4150, -2.6875], [0.1667, 0.2079, -2.1657], [-1.5335, 0.2160, -2.2110], [-0.5607, 1.0068, -3.5849]],
  "forces_ev_per_angstrom": [[0.10, -2.46, 2.32], [1.82, 2.84, 0.40], [-1.48, 0.11, -0.36], [1.53, 1.72, 0.15], [-0.62, 0.69, 2.13], [-0.27, 0.57, -1.25], [-0.91, 0.21, 0.84], [0.35, -0.13, -0.43], [0.50, -0.12, -0.07], [-0.20, -2.15, -0.70], [-1.05, 0.06, 0.75], [-0.68, -0.97, -1.38], [0.43, -0.78, -0.42], [0.73, 0.27, -1.35], [-0.24, 0.33, -0.04], [0.66, 0.81, -2.32], [-0.03, 0.20, -0.24], [0.07, 0.43, -0.69], [-0.71, -1.64, 2.68]],
  "lowdin_charge": [-0.11, -0.32, -0.21, -0.22, -0.08, 0.10, 0.05, 0.08, 0.06, 0.15, 0.12, 0.13, 0.06, 0.10, 0.05, -0.01, -0.02, 0.00, 0.07]
}

No. 5
{
  "formula": "C4H13NO",
  "method": "wB97M-V/def2-TZVPD",
  "fmax_ev_per_a": 3.127,
  "total_charge": 0,
  "homo_energy_ev": -8.5,
  "homo_lumo_gap_ev": 9.40,
  "symbols": ["C", "N", "C", "C", "H", "H", "H", "H", "H", "H", "H", "H", "H", "C", "O", "H", "H", "H", "H"],
  "xyz": [[0.1961, 1.4137, 0.8044], [-0.6399, 0.3059, 0.0620], [-1.4087, -0.4902, 1.0182], [-1.5173, 0.9082, -0.9422], [0.9233, 0.9380, 1.4656], [0.7794, 1.9796, 0.0746], [-0.4995, 2.0558, 1.3508], [-2.1035, 0.1229, 1.6013], [-0.7216, -1.0048, 1.6979], [-1.9783, -1.2754, 0.5082], [-2.0585, 0.1359, -1.5009], [-2.2490, 1.5819, -0.4836], [-0.9217, 1.4700, -1.6690], [2.0480, -1.2608, -0.3165], [2.5537, -1.4396, -1.6322], [2.6828, -0.5337, 0.1996], [2.1500, -2.2334, 0.1798], [0.9227, -0.7840, -0.2976], [1.8418, -1.8901, -2.1204]],
  "forces_ev_per_angstrom": [[-1.32, -1.83, -1.27], [0.72, 1.54, 0.83], [0.48, 0.02, -0.13], [0.40, -0.03, 0.11], [-0.34, -0.09, 0.09], [-0.33, -0.03, -0.07], [0.18, 0.13, 0.10], [-0.13, 0.03, 0.14], [-0.07, 0.17, 0.02], [0.07, 0.25, -0.10], [0.11, 0.02, 0.23], [-0.17, 0.15, -0.04], [-0.06, -0.02, 0.17], [-1.89, 0.82, 0.26], [-0.65, -0.01, -0.68], [0.09, -0.16, -0.13], [-0.41, 0.26, 0.43], [2.73, -1.52, -0.08], [0.61, 0.30, 0.14]],
  "lowdin_charge": [-0.06, -0.36, -0.13, -0.12, 0.07, 0.08, 0.07, 0.08, 0.08, 0.08, 0.08, 0.08, 0.08, -0.19, -0.15, 0.06, 0.07, 0.10, 0.08]
}

No. 6
{
  "formula": "C4H13NO",
  "method": "wB97M-V/def2-TZVPD",
  "fmax_ev_per_a": 1.067,
  "total_charge": 1,
  "homo_energy_ev": [-13.6, -13.6],
  "homo_lumo_gap_ev": [10.90, 4.80],
  "spin_multiplicity": 2,
  "symbols": ["C", "C", "N", "H", "H", "H", "H", "H", "H", "H", "H", "C", "O", "C", "H", "H", "H", "H", "H"],
  "xyz": [[1.0684, 0.8675, 2.1620], [1.1414, 0.2976, 0.7150], [-0.8671, -3.4228, -0.6307], [1.7881, 1.6762, 2.2513], [0.0935, 1.2982, 2.3562], [1.4221, 0.0699, 2.8059], [0.5154, -0.5912, 0.6298], [2.1865, 0.1149, 0.4641], [-0.7884, -4.1924, 0.0268], [-1.8572, -3.1974, -0.6288], [-0.6581, -3.8245, -1.5415], [-0.6505, 1.4410, -0.4672], [0.7175, 1.2958, -0.1700], [-0.9690, 0.4025, -1.5799], [-0.7497, 2.4546, -0.8330], [-1.2400, 1.2272, 0.4205], [-2.0105, 0.5370, -1.8516], [-0.6702, -0.5821, -1.2302], [-0.3571, 0.6385, -2.4429]],
  "forces_ev_per_angstrom": [[0.66, 0.70, -0.47], [0.23, -0.16, 0.10], [-0.09, 0.04, 0.07], [0.10, 0.10, -0.05], [-0.24, -0.48, 0.35], [-0.48, -0.15, 0.23], [-0.15, -0.03, -0.05], [-0.11, -0.10, -0.01], [0.16, 0.04, 0.04], [0.00, -0.02, -0.16], [-0.06, 0.10, 0.08], [0.09, -0.19, -0.06], [0.11, 0.15, -0.01], [0.74, 0.37, -0.13], [-0.17, 0.14, -0.02], [-0.11, -0.04, 0.14], [-0.16, -0.29, 0.17], [-0.55, -0.24, -0.01], [0.02, 0.07, -0.21]],
  "mulliken_spin": [0.13, 0.01, 0.00, 0.00, 0.00, 0.00, 0.02, 0.02, 0.00, 0.00, 0.00, 0.01, 0.66, 0.13, 0.01, 0.01, 0.00, 0.00, 0.00]
}

No. 7
{
  "formula": "C4H13NO",
  "method": "wB97M-V/def2-TZVPD",
  "fmax_ev_per_a": 4.871,
  "total_charge": 1,
  "homo_energy_ev": [-14.3, -14.3],
  "homo_lumo_gap_ev": [10.55, 4.06],
  "spin_multiplicity": 2,
  "symbols": ["C", "C", "C", "H", "H", "H", "H", "H", "H", "H", "H", "N", "C", "O", "H", "H", "H", "H", "H"],
  "xyz": [[-2.5197, -0.0144, 0.6274], [-1.6237, 0.4947, -0.5127], [-1.1520, -0.4060, -1.6782], [-1.8346, -0.6899, 1.2111], [-2.7857, 0.6975, 1.3121], [-3.5059, -0.4821, 0.3793], [-2.0966, 1.3753, -0.9199], [-0.6895, 0.7366, -0.0526], [-0.0589, -0.6025, -1.7983], [-1.5407, 0.0631, -2.5628], [-1.6015, -1.4254, -1.6333], [2.2648, 1.1957, 0.6603], [2.2788, -0.1921, 1.0473], [2.6501, -1.1866, -0.0970], [1.5695, 1.4135, -0.1222], [3.1407, 1.5672, 0.3222], [1.2733, -0.5510, 1.5715], [3.0790, -0.1959, 1.7946], [3.1527, -1.7979, 0.4510]],
  "forces_ev_per_angstrom": [[1.18, -3.13, -1.10], [-0.25, -0.27, -0.06], [-0.87, -1.43, 0.20], [-1.20, -0.10, -0.37], [-0.38, 2.41, 1.49], [1.16, -0.06, -0.27], [0.23, 0.45, -0.20], [0.59, 1.04, 0.77], [-0.70, 0.56, 0.33], [0.18, -0.13, -0.76], [0.17, 0.66, 0.00], [-1.29, -1.88, -4.31], [-1.48, -1.77, 1.63], [-0.90, 3.11, 2.04], [0.04, 0.26, 1.80], [0.93, 0.46, 0.62], [2.01, 1.05, -1.58], [0.00, -0.64, -0.01], [0.56, -0.60, -0.23]],
  "mulliken_spin": [0.00, 0.00, 0.00, 0.00, 0.00, 0.00, 0.00, 0.00, 0.00, 0.00, 0.00, 0.81, -0.04, 0.25, -0.01, -0.01, 0.00, 0.00, -0.01]
}

No. 8
{
  "formula": "C4H13NO2",
  "method": "wB97M-V/def2-TZVPD",
  "fmax_ev_per_a": 2.559,
  "total_charge": 0,
  "homo_energy_ev": -8.0,
  "homo_lumo_gap_ev": 8.86,
  "symbols": ["C", "C", "C", "N", "C", "H", "H", "H", "H", "H", "H", "H", "H", "H", "O", "H", "H", "O", "H", "H"],
  "xyz": [[0.2348, 3.0651, 0.3487], [0.1213, 1.6613, -0.1701], [-0.7757, 0.7766, 0.2955], [-1.2720, -0.3272, -0.4472], [-2.6064, -0.7036, -0.1122], [-0.4523, 3.2205, 1.1763], [0.0429, 3.7319, -0.4955], [1.2793, 3.3188, 0.5917], [0.7027, 1.3310, -1.0194], [-1.1401, 0.7794, 1.3169], [-0.9329, -0.3266, -1.3901], [-3.2050, 0.1029, 0.3571], [-2.7431, -1.4234, 0.7081], [-3.3064, -0.8584, -0.9340], [0.7224, -1.8715, 0.7700], [0.5370, -2.7968, 0.6677], [0.1297, -1.3362, 0.1991], [3.0379, -1.5963, -0.6099], [2.2318, -1.9659, -0.1965], [3.4117, -2.3972, -0.9988]],
  "forces_ev_per_angstrom": [[1.38, -0.48, -0.39], [-0.92, -0.69, 0.54], [0.38, 0.36, -0.54], [1.27, 0.16, 1.03], [-2.30, 0.68, 0.89], [0.12, 0.27, -0.01], [-0.52, 0.10, 0.19], [-0.33, -0.09, 0.45], [-0.09, 0.44, -0.56], [-0.47, 0.56, -0.15], [-0.63, -0.03, -0.43], [0.79, 0.57, -0.15], [0.60, -0.67, -0.71], [0.66, -0.83, -0.39], [0.52, 0.53, 0.26], [-0.58, -0.49, -0.16], [-0.25, -0.62, 0.23], [-0.10, -0.90, -0.26], [0.11, 0.84, 0.27], [0.34, 0.33, -0.14]],
  "lowdin_charge": [-0.11, -0.15, -0.18, -0.13, -0.14, 0.07, 0.07, 0.07, 0.10, 0.13, 0.13, 0.08, 0.08, 0.08, -0.06, 0.04, 0.01, -0.09, -0.02, 0.02]
}